DFT (ωB97M-V/def2-TZVPD) results for a 20-piece molecular cluster, H40O20 overall.

The geometry in XYZ format:
```
60
Properties=species:S:1:pos:R:3:forces:R:3:mulliken_charge:R:1
O 1.66530 -2.67554 4.23062 1.0 0.7 -0.1 -0.606
H 1.10417 -2.44502 4.96722 -0.5 -0.4 -0.1 0.286
H 1.32015 -3.38244 3.68464 -0.5 -0.3 0.0 0.344
O 0.39876 -4.59118 2.14245 -0.6 0.4 -0.1 -0.653
H 0.13523 -4.66473 1.21056 0.3 -0.2 -0.1 0.372
H -0.37744 -4.11059 2.46297 0.1 -0.1 0.4 0.279
O -0.95495 -4.85162 -0.36469 0.0 -0.1 -0.2 -0.611
H -1.90480 -4.70958 -0.42749 0.0 0.1 0.1 0.278
H -0.61206 -4.62681 -1.23510 0.0 0.0 0.0 0.291
O 3.13011 1.04597 -3.71521 -0.3 0.9 -0.1 -0.605
H 4.04447 0.77037 -3.69661 -0.1 -0.5 -0.1 0.246
H 2.53791 0.32900 -3.44860 0.5 -0.3 -0.2 0.421
O -0.39894 1.53108 3.07590 0.2 -0.3 0.2 -0.439
H 0.33934 0.94164 2.87163 0.1 0.0 -0.3 0.232
H -0.34524 1.59011 4.03486 -0.2 0.1 0.1 0.240
O 1.63923 -1.24390 -3.35920 -1.1 -0.6 0.6 -0.608
H 0.68682 -1.33409 -3.19866 -0.3 0.7 -0.7 0.278
H 1.88620 -1.89410 -2.69462 0.2 -0.1 0.0 0.274
O -3.43011 1.37765 0.43084 -1.9 -1.5 1.4 -0.604
H -3.78844 2.07126 -0.12017 1.3 0.4 -0.5 0.303
H -2.53741 1.09463 0.58115 0.7 1.1 -1.0 0.316
O 3.79631 -2.85917 -2.62723 0.4 -0.5 0.2 -0.616
H 3.25840 -3.33089 -3.26632 0.0 0.0 -0.2 0.323
H 3.30583 -2.07720 -2.39356 0.6 0.4 0.2 0.316
O -2.25757 -2.39229 4.21293 0.4 -0.1 -0.4 -0.577
H -2.94826 -1.92073 3.74133 -0.2 0.0 0.2 0.302
H -2.45495 -2.35340 5.14773 -0.3 0.1 0.2 0.292
O -2.52558 -2.25603 -1.06087 -0.2 -0.2 0.1 -0.551
H -2.08118 -1.40938 -1.12991 -0.5 0.0 -0.4 0.355
H -2.28740 -2.73040 -1.86279 0.2 -0.1 0.1 0.339
O 2.29523 3.30002 3.05026 0.7 1.0 0.1 -0.633
H 2.18464 2.43413 2.66811 -0.5 -0.5 0.3 0.459
H 1.45719 3.63723 3.36075 -0.3 -0.2 0.0 0.293
O 2.52509 1.07320 1.51046 0.9 0.5 -0.6 -0.631
H 2.86983 1.93729 1.22889 -0.5 0.1 0.0 0.279
H 3.17864 0.54654 1.02820 -0.4 -0.7 0.2 0.267
O -4.24108 3.23605 -2.14092 -0.2 0.0 0.3 -0.654
H -3.37605 3.65512 -2.18757 0.1 -0.1 -0.1 0.339
H -4.26772 2.58146 -2.84324 0.2 0.0 0.0 0.312
O 0.13476 1.80058 -3.11339 -1.4 -1.4 0.8 -0.572
H 0.78555 1.29727 -2.62342 0.4 0.3 -0.1 0.231
H 0.56115 2.34040 -3.74965 1.0 0.8 -0.6 0.294
O 0.04492 4.40918 -2.29325 0.0 0.0 -0.5 -0.571
H 0.07316 4.20065 -1.35609 -0.2 0.0 0.3 0.319
H -0.11004 5.34977 -2.38400 0.0 0.2 0.3 0.267
O -0.50328 3.67808 0.96177 -0.7 0.5 -1.3 -0.557
H 0.33362 3.96766 1.31142 0.2 -0.4 0.7 0.297
H -0.94314 2.99634 1.47776 0.7 0.0 0.5 0.255
O -3.55196 1.72800 3.97545 -0.3 0.5 0.6 -0.584
H -3.29276 1.03193 3.38672 0.3 -0.4 -0.6 0.283
H -2.97736 1.64583 4.73971 0.0 0.0 0.0 0.286
O -0.44711 -0.31719 0.31219 0.0 0.3 -0.4 -0.468
H -1.06066 -0.75189 -0.28947 0.5 0.1 0.6 0.085
H -0.75626 -0.54443 1.18911 -0.1 -0.2 0.3 0.262
O 4.51443 0.93821 -0.97404 -1.1 -0.9 0.8 -0.540
H 4.94248 1.53168 -0.36055 0.7 0.3 -0.6 0.274
H 4.85862 0.93169 -1.86198 0.5 0.6 0.1 0.254
O -1.52330 -2.71591 -3.81773 -1.5 1.0 -0.9 -0.635
H -2.31207 -2.17022 -3.63531 0.3 0.0 1.1 0.286
H -1.74044 -2.64129 -4.76399 1.2 -0.8 -0.3 0.288
```
Forces are in eV/Å.

The LUMO energy comes out at -0.0194 Eh. Its charge is 0. The energy relative to the best compared isomer or geometry (same formula, charge and spin) comes out at 124.7 kcal per mole. The calculation puts the electronic energy at -41597.6155 eV.

***

DFT (ωB97M-V/def2-TZVPD) results for C11H44AsBeF6O11 as an isolated structure.

The geometry in XYZ format:
```
74
Properties=species:S:1:pos:R:3:forces:R:3:mulliken_charge:R:1
Be -2.20116 1.05685 -3.91820 0.3 -0.9 1.3 0.999
As -0.37869 0.46448 -0.21262 1.6 -1.1 0.3 1.811
F -1.23210 1.89325 0.40483 0.9 -1.6 -0.7 -0.501
F -1.27502 0.66058 -1.73789 0.2 0.0 0.2 -0.587
F 0.44144 -1.01087 -0.88149 -1.0 1.8 0.6 -0.437
F 0.57295 0.30901 1.31837 -1.3 0.5 -2.0 -0.629
F -1.60422 -0.68308 0.38471 0.7 2.0 -0.6 -0.400
F 0.95659 1.43985 -0.91741 -1.7 -0.9 1.2 -0.506
C 0.80063 -0.55741 -4.18747 1.2 1.0 -0.8 -0.534
O -0.57647 -0.75711 -4.34703 -1.4 0.1 0.0 -0.421
H 1.41052 -1.21398 -4.80800 -0.2 -0.7 0.3 0.431
H 0.98314 0.38924 -4.69605 0.2 0.4 0.6 0.340
H 1.12686 -0.54919 -3.14747 -0.1 0.0 -0.1 -0.054
H -0.79900 -1.68701 -4.26119 -0.2 0.0 0.2 0.235
C 2.80109 4.10385 1.35485 -0.7 0.2 -0.1 -0.391
O 2.29073 5.35205 1.82062 0.3 0.0 0.6 -0.550
H 2.92442 3.43300 2.20505 0.1 0.3 0.1 0.184
H 2.02958 3.65997 0.72569 0.3 -0.3 -0.4 0.127
H 3.75418 4.20238 0.83522 0.0 0.0 -0.1 0.326
H 2.20450 5.98361 1.10277 0.1 -0.2 -0.2 0.301
C 2.57012 -0.13381 3.82354 0.2 0.0 0.3 -0.689
O 1.34372 -0.77738 3.60284 -0.4 -0.2 0.2 -0.532
H 3.14619 -0.82592 4.43773 0.3 0.1 -0.2 0.274
H 3.08706 0.12877 2.90054 0.2 -0.3 -0.1 0.225
H 2.49257 0.79492 4.38882 -0.3 0.2 0.2 0.268
H 0.91796 -0.40717 2.82614 0.0 0.0 0.1 0.531
C -4.26701 1.90337 -1.12004 -0.5 0.3 1.3 -0.478
O -3.59837 2.37270 -2.25691 1.0 -0.2 -1.4 -0.371
H -4.15143 0.83088 -0.96343 -0.1 0.1 -0.3 0.126
H -3.85087 2.41685 -0.25328 0.0 -0.2 0.3 0.184
H -5.29463 2.24474 -1.24480 -0.4 -0.7 0.4 0.353
H -3.81663 3.30726 -2.23304 0.5 0.2 -0.7 0.284
C 0.64312 -4.28664 -1.75867 -0.6 -0.5 1.0 0.083
O 1.05593 -5.50495 -1.11648 0.3 0.3 -0.7 -0.570
H 1.54873 -3.70739 -1.93876 -0.3 0.0 -0.1 0.054
H 0.03522 -4.40600 -2.65551 0.4 -0.5 -0.5 0.326
H -0.04768 -3.75637 -1.10315 0.4 0.5 0.3 -0.203
H 0.32293 -5.99713 -0.73956 -0.2 0.3 -0.1 0.319
C -0.99535 -3.52779 1.91163 0.1 1.2 -0.2 0.003
O -2.20627 -2.93223 1.47201 -0.8 -0.8 0.3 -0.625
H -0.38991 -2.70517 2.29220 0.6 -0.2 0.0 -0.037
H -1.12473 -4.19769 2.76168 -0.4 -0.2 -0.4 0.324
H -0.51998 -3.97736 1.03984 0.4 -0.4 0.4 -0.106
H -1.96421 -2.11858 1.02370 -0.1 -0.2 0.2 0.390
C 3.61368 1.46690 -2.63501 0.3 1.1 0.5 -0.511
O 2.59605 2.44715 -2.63204 -0.3 0.2 -0.7 -0.640
H 4.36607 1.86278 -3.31713 0.0 -0.4 -0.2 0.349
H 4.07357 1.47506 -1.64681 0.2 -0.5 0.1 0.225
H 3.28857 0.46272 -2.90712 0.0 0.0 -0.1 0.097
H 1.90056 2.19137 -2.02174 0.2 0.0 -0.1 0.575
C -2.18633 -0.18116 3.81577 -0.6 -0.6 0.5 -0.129
O -3.31613 -0.31385 4.72993 0.5 0.5 -0.8 -0.579
H -1.53992 0.68711 3.94365 -0.3 0.2 0.4 0.231
H -1.56876 -1.07485 3.90537 0.1 0.0 -0.1 0.213
H -2.60199 -0.13557 2.80916 -0.1 -0.1 0.1 -0.028
H -3.06618 -0.10981 5.63408 0.3 0.0 -0.1 0.291
C 3.09845 -1.74132 -0.69614 -1.8 -0.1 0.4 -0.223
O 4.26414 -2.45775 -0.69351 2.2 -0.3 0.2 -0.607
H 2.72585 -1.57475 -1.70684 -0.1 0.3 -0.1 -0.069
H 2.33711 -2.27744 -0.12953 -0.4 -0.2 -0.1 0.310
H 3.16165 -0.80494 -0.14180 0.6 0.2 -0.3 0.229
H 4.21023 -3.24435 -1.24118 -0.2 0.1 0.1 0.313
C -0.95457 4.39186 2.90875 0.5 -1.0 0.1 -0.453
O -1.99292 3.79353 2.15256 -0.7 0.6 0.1 -0.551
H -0.31772 3.55774 3.20333 0.7 0.2 0.0 0.118
H -0.40333 5.12619 2.32140 0.1 0.1 0.2 0.209
H -1.27310 4.79409 3.87043 -0.6 0.3 -0.4 0.326
H -1.55816 3.20653 1.52966 -0.2 0.0 0.1 0.468
C -2.73708 -2.37398 -2.08868 -0.6 -1.0 0.4 -0.377
O -3.19285 -1.20281 -2.70640 -0.2 1.8 -0.7 -0.434
H -3.00594 -2.45478 -1.03545 0.3 0.5 0.2 0.302
H -3.28722 -3.20480 -2.53049 0.6 -0.4 -0.3 0.398
H -1.65527 -2.42098 -2.21348 -0.2 -0.2 0.0 -0.174
H -4.14461 -1.11706 -2.61479 -0.1 -0.2 0.1 0.248
```
Forces are in eV/Å.

The LUMO energy (spin up / spin down) comes out at -0.0346 / -0.1085 Eh. As for the spin multiplicity: 2. Its charge is 0. The calculation puts the electronic energy at -112183.1342 eV.

***

DFT (ωB97M-V/def2-TZVPD) results for C14H26N2PbTe4 as an isolated structure.

The geometry in XYZ format:
```
47
Properties=species:S:1:pos:R:3:forces:R:3:mulliken_charge:R:1
Pb 0.93782 -0.27323 0.22965 -0.6 0.6 -0.4 0.788
C -2.27854 3.01316 -1.03605 0.1 0.0 0.1 -2.199
C -1.19028 2.84918 0.00050 0.0 0.0 0.0 0.455
C 0.11692 3.25962 -0.27802 0.0 0.0 0.0 1.901
C 0.49256 3.73929 -1.66175 0.0 0.0 0.1 -2.845
C 1.09985 3.19692 0.71644 -0.1 0.0 0.0 0.581
C 2.46380 3.78605 0.44756 0.0 -0.1 0.0 -1.763
C 0.79989 2.62265 1.95606 0.0 0.0 0.1 1.416
C 1.89190 2.41320 2.98095 -0.1 0.1 0.0 -2.901
C -0.51304 2.22679 2.24273 0.0 -0.1 0.0 0.496
C -0.86775 1.70177 3.61488 0.0 0.0 -0.1 -2.068
C -1.50062 2.31790 1.25735 0.0 0.0 0.0 2.036
C -2.89648 1.81241 1.54136 0.1 0.0 0.0 -2.790
H -2.43441 2.09386 -1.61012 0.0 0.0 0.0 0.320
H -2.03876 3.80730 -1.73853 0.0 0.0 0.0 0.502
H -3.22481 3.27356 -0.56553 0.0 0.0 0.0 0.494
H 0.39611 4.82533 -1.75234 0.0 0.0 -0.1 0.401
H -0.13708 3.28200 -2.42232 0.0 0.0 0.0 0.521
H 1.52358 3.47641 -1.89396 0.0 0.0 0.0 0.442
H 3.12823 3.07735 -0.05540 0.1 0.0 0.0 0.172
H 2.95160 4.09414 1.36933 0.0 0.0 0.0 0.456
H 2.37753 4.66672 -0.18690 0.0 0.0 0.0 0.480
H 1.95911 3.26218 3.66820 0.0 0.0 0.0 0.413
H 2.86234 2.28526 2.50543 0.0 0.0 0.0 0.424
H 1.70380 1.51815 3.57160 0.0 0.0 0.0 0.450
H -0.81063 0.60899 3.65512 0.0 0.0 0.0 0.301
H -1.87935 1.99377 3.89055 0.0 0.0 0.0 0.501
H -0.19807 2.09604 4.37466 0.0 0.0 0.0 0.471
H -3.51558 2.59746 1.98565 -0.1 0.0 0.0 0.393
H -2.87882 0.97111 2.23170 0.0 0.0 0.0 0.454
H -3.38956 1.47497 0.63162 0.0 0.0 0.0 0.474
Te 0.87913 -2.57855 1.85645 0.3 -0.5 0.2 -0.358
Te 3.51653 -3.04681 2.45185 -0.2 0.1 -0.2 -0.086
Te 4.53725 -2.61695 0.00348 -0.2 0.2 0.1 -0.163
Te 3.74755 -0.00854 -0.25742 0.5 -0.2 0.0 -0.301
N -1.76095 -1.84751 -0.75669 0.1 0.1 0.2 -0.435
C -1.51244 -2.17229 -2.15595 0.2 0.0 0.0 -0.667
C -0.04828 -2.53576 -2.39424 -0.2 0.0 -0.1 -0.599
N 0.86388 -1.40308 -2.16901 -0.2 -0.2 0.3 -0.418
H -1.76342 -2.69122 -0.19267 0.0 0.1 0.0 0.187
H -2.65197 -1.38525 -0.62544 0.0 0.0 0.0 0.189
H -1.76628 -1.30065 -2.76544 0.0 0.0 0.0 0.360
H -2.12755 -3.00684 -2.50938 0.0 0.0 -0.1 0.349
H 0.03780 -2.91314 -3.41825 0.0 -0.1 0.0 0.370
H 0.23932 -3.34107 -1.71422 0.0 0.0 0.0 0.336
H 0.62782 -0.62432 -2.77534 0.0 0.0 -0.1 0.225
H 1.81973 -1.66835 -2.38070 0.1 0.0 0.1 0.235
```
Forces are in eV/Å.

The LUMO energy comes out at -0.0050 Eh. Its charge is 0. The energy relative to the best compared isomer or geometry (same formula, charge and spin) comes out at 4.3 kcal per mole. The calculation puts the electronic energy at -52343.5416 eV.

***

DFT (ωB97M-V/def2-TZVPD) results for C20H31BNO2Pb as an isolated structure.

The geometry in XYZ format:
```
56
Properties=species:S:1:pos:R:3:forces:R:3:mulliken_charge:R:1
O -3.21048 6.51167 -1.68924 -1.0 1.9 -0.8 -0.390
C -4.48744 6.52193 -2.41335 0.1 -0.8 0.4 -0.469
C -4.41161 7.99100 -2.79278 1.0 -0.2 0.6 -0.767
H -5.29749 6.24655 -1.73433 0.0 0.0 -0.1 0.315
H -4.45569 5.82167 -3.24979 0.0 0.0 0.0 0.233
C -3.04982 7.93591 -2.03170 0.0 0.7 -0.2 1.509
H -5.13340 8.62938 -2.27516 0.0 0.0 -0.5 0.322
H -4.28358 8.18350 -3.86313 -0.4 0.1 0.3 0.296
C -3.03075 8.81237 -0.78987 0.2 -0.2 0.0 -1.670
H -3.91661 8.59650 -0.18193 0.2 0.1 0.0 0.394
H -3.04602 9.87229 -1.08881 0.0 -0.3 0.1 0.385
H -2.11892 8.61733 -0.20134 -0.4 0.1 -0.1 0.371
C -1.84772 8.23325 -2.92457 0.2 0.0 0.1 -1.802
H -1.85396 7.62457 -3.83655 0.0 0.0 0.2 0.368
H -0.90102 8.07314 -2.38306 -0.3 0.0 -0.2 0.373
H -1.88193 9.29392 -3.23008 0.0 -0.4 0.1 0.442
Pb -0.71993 -0.37785 0.18932 2.1 0.2 -0.2 1.310
C 1.60205 -1.11759 -1.59522 -0.6 -0.1 -0.2 -0.390
C 0.51077 -1.91346 -2.05905 0.1 0.5 -0.1 -0.694
C -0.41391 -1.04936 -2.71901 0.1 0.0 0.3 -0.737
H 0.44194 -2.99911 -1.96691 -0.1 0.5 0.0 0.397
C 0.10581 0.28027 -2.66400 0.4 -0.2 0.3 -0.295
C 1.34866 0.23294 -1.96604 -0.4 0.0 -0.4 -0.538
H 2.02813 1.07938 -1.80739 -0.4 -0.4 0.0 0.391
H 2.50512 -1.49861 -1.10787 -0.5 0.2 -0.1 0.382
H -1.32990 -1.35452 -3.23120 0.3 0.1 0.2 0.410
H -0.32644 1.16484 -3.13602 0.1 -0.3 0.2 0.415
C 1.68371 -0.26756 2.34605 -0.1 0.8 -0.3 -0.479
C 2.10602 0.52976 1.24435 -0.8 0.2 0.9 -0.658
C 1.21774 1.64316 1.13678 -0.3 -0.5 0.6 -0.430
H 2.98347 0.35813 0.63690 -0.1 -0.1 0.0 0.458
C 0.23227 1.52115 2.17215 0.6 -0.2 -0.3 -0.678
C 0.53547 0.34418 2.92447 0.2 0.0 -0.6 -0.727
H 0.01283 0.00649 3.81482 0.0 0.0 -0.2 0.390
H 2.19296 -1.15321 2.70878 -0.2 0.0 -0.1 0.513
H 1.31869 2.47769 0.44938 -0.1 -0.2 0.0 0.490
H -0.55693 2.24177 2.37219 0.1 -0.2 0.0 0.442
O -1.77792 2.44406 -0.18412 -1.2 0.0 -0.6 -0.359
C -1.09696 3.47438 -0.93587 0.4 -0.2 0.1 -0.293
C -2.06280 3.98522 -1.99480 0.0 -0.3 -0.4 -0.045
H -0.19978 3.05309 -1.41814 -0.2 0.0 0.4 0.055
H -0.77217 4.26087 -0.22932 -0.2 -0.3 -0.2 0.369
C -3.43616 3.49449 -1.51869 0.3 0.8 0.6 -0.496
H -1.83090 3.52561 -2.96159 0.0 0.0 0.1 0.315
H -2.02809 5.06636 -2.10072 0.1 -0.4 0.0 -0.058
C -3.08757 2.20443 -0.80786 0.8 -0.1 0.0 -0.607
H -4.16673 3.41756 -2.32254 0.0 -0.3 0.0 0.346
H -3.81886 4.22517 -0.79254 0.0 -0.2 -0.1 0.105
H -2.97553 1.40469 -1.55461 0.0 -0.1 0.2 0.354
H -3.81461 1.89818 -0.04049 0.4 0.1 -0.1 0.286
B 1.74571 -4.42068 1.45023 0.4 -0.9 0.5 0.084
C 0.58531 -3.43042 1.19472 -1.5 1.4 -0.3 0.208
N -0.33475 -2.72034 1.03658 1.1 -0.9 0.2 -0.706
H 2.06427 -4.34051 2.63391 -0.1 0.1 -0.2 -0.136
H 2.71349 -4.29079 0.72502 -0.2 0.3 -0.1 -0.158
H 1.24205 -5.51921 1.25836 0.1 0.0 0.0 -0.144
```
Forces are in eV/Å.

The LUMO energy comes out at 0.0702 Eh. Its charge is -1. The energy relative to the best compared isomer or geometry (same formula, charge and spin) comes out at 0.0 kcal per mole. The calculation puts the electronic energy at -32750.0210 eV.

***

DFT (ωB97M-V/def2-TZVPD) results for a single C3H8O3 molecule.

The geometry in XYZ format:
```
14
Properties=species:S:1:pos:R:3:forces:R:3:mulliken_charge:R:1
C -0.52284 0.19724 -0.81667 -1.8 -1.1 0.3 0.292
C 0.44729 -1.20637 0.82799 0.1 -0.9 3.5 -0.175
C -0.00041 1.53305 -0.32115 0.1 -0.6 0.2 -1.154
O -0.74028 -0.94229 0.20591 1.1 2.9 -2.4 -0.430
O 0.23048 -0.97250 2.31276 0.4 -0.2 -1.7 -0.527
O 0.28609 -0.24195 -1.85128 0.3 -0.1 0.2 -0.520
H -0.45003 -0.27930 2.38970 0.4 -0.4 -0.3 0.303
H -0.08709 -1.05106 -2.22241 0.0 0.1 0.1 0.344
H -1.56571 0.30132 -1.14812 0.2 0.1 0.0 0.288
H 0.65408 -2.27618 0.71622 0.1 0.1 0.4 0.290
H 1.37410 -0.67086 0.57002 -0.7 0.3 -0.5 0.270
H -0.07250 2.26182 -1.12707 -0.1 -0.1 -0.1 0.364
H -0.60332 1.88556 0.51167 0.1 0.0 0.1 0.338
H 1.05012 1.46151 -0.04757 0.0 0.0 0.2 0.316
```
Forces are in eV/Å.

The LUMO energy comes out at 0.0261 Eh. Its charge is 0. The energy relative to the best compared isomer or geometry (same formula, charge and spin) comes out at 37.7 kcal per mole. As for the SMILES: C[C@@H](O)OCO. The calculation puts the electronic energy at -9382.1687 eV.

***

Number 3 is which compound? C14H26N2PbTe4